Below is a single C5H7NO molecule, with properties calculated with wB97M-V/def2-TZVPD.

Last column: natural (NBO) charge in e.
CARTESIAN COORDINATES (ANGSTROEM)
C -1.6141 -1.0117 0.0476  -0.684
C -0.1952 -0.5755 0.0218  0.438
C 0.3970 0.6832 -0.3006  -0.228
N -0.4161 1.8620 -0.3750  -0.812
C 1.8757 0.6306 0.0411  -0.331
C 1.9742 -0.6832 0.3840  -0.071
O 0.7438 -1.3848 0.4125  -0.366
H -2.2217 -0.3269 -0.5488  0.248
H -1.7241 -2.0313 -0.3333  0.246
H -1.9932 -0.9993 1.0770  0.242
H 0.2224 2.6522 -0.4483  0.383
H -0.8657 1.9717 0.5314  0.361
H 1.0339 0.5053 -1.2674  0.369
H 2.7832 -1.2922 0.7580  0.205

Results
Total energy (hartree): -324.5581
HOMO-LUMO gap (eV): 8.7
Energy relative to the best compared isomer or geometry (same formula, charge and spin) (eV): 4.5277
Total charge: 0


Below is a single C4H6BrFO molecule at a distorted geometry, with properties calculated with wB97M-V/def2-TZVPD.

Last column: natural (NBO) charge in e.
CARTESIAN COORDINATES (ANGSTROEM)
C -1.3160 0.5494 0.5090  -0.337
C -0.5547 0.4371 -0.5145  -0.255
C 0.8520 0.8941 -0.2983  0.142
F 0.8867 1.8523 0.6460  -0.342
C 1.6203 -0.4020 0.0932  0.135
O 1.2804 -0.8294 1.2985  -0.686
Br 3.5956 -0.0106 -0.1256  -0.135
H -2.3099 0.2783 0.4293  0.193
H -0.9080 0.8668 1.4782  0.218
H -0.8169 -0.1560 -1.3197  0.209
H 1.4863 1.3652 -1.0678  0.198
H 1.4374 -1.0720 -0.6253  0.160
H 1.6583 -1.7256 1.5595  0.499

Results
Total energy (hartree): -2905.0671
HOMO-LUMO gap (eV): 10.5
Energy relative to the best compared isomer or geometry (same formula, charge and spin) (eV): 1.4043
Total charge: 0


Below is a molecular structure, C18H23N4OPdS, with properties calculated with wB97M-V/def2-TZVPD.

Last column: natural (NBO) charge in e.
CARTESIAN COORDINATES (ANGSTROEM)
Pd -1.9688 -0.2521 0.6872  0.648
C 1.5948 -3.5283 -2.7472  -0.706
C 0.6093 -2.6258 -2.0593  0.710
O 0.8903 -2.0094 -1.0348  -0.712
N -0.6105 -2.5170 -2.6273  -0.592
C -1.7044 -1.7591 -2.0465  -0.259
C -1.5872 -0.2625 -2.2624  0.223
C -1.4795 0.2255 -3.5545  -0.234
C -1.3801 1.5877 -3.7723  -0.125
C -1.4151 2.4350 -2.6784  -0.238
C -1.5500 1.8886 -1.4186  0.062
N -1.6296 0.5669 -1.2018  -0.473
H 1.8878 -4.3117 -2.0491  0.256
H 2.4856 -2.9528 -2.9954  0.249
H 1.2018 -3.9869 -3.6518  0.224
H -0.7866 -3.0302 -3.4736  0.413
H -1.7898 -1.9985 -0.9836  0.219
H -2.6164 -2.1123 -2.5279  0.242
H -1.4676 -0.4697 -4.3834  0.231
H -1.2896 1.9800 -4.7761  0.240
H -1.3582 3.5081 -2.7901  0.245
H -1.6127 2.5165 -0.5412  0.234
C 1.2157 -1.2679 2.1115  -0.422
N 1.9805 -0.5071 1.0864  -0.354
C 3.2666 -0.0330 1.6536  -0.416
C 1.1995 0.6176 0.4304  -0.240
C 0.3713 1.4538 1.3619  -0.196
C 0.9582 2.5456 2.0045  -0.141
C 0.2255 3.3577 2.8531  -0.232
C -1.1202 3.0912 3.0574  -0.168
C -1.7283 2.0235 2.4103  -0.276
C -0.9919 1.2085 1.5600  -0.015
H 1.8204 -2.1148 2.4261  0.227
H 0.2926 -1.6198 1.6648  0.246
H 1.0098 -0.6220 2.9586  0.244
H 2.1498 -1.1702 0.3226  0.466
H 3.0514 0.6876 2.4391  0.233
H 3.8609 0.4326 0.8712  0.224
H 3.8024 -0.8797 2.0746  0.232
H 0.5735 0.1344 -0.3116  0.258
H 1.9539 1.2216 -0.0737  0.219
H 2.0040 2.7686 1.8214  0.202
H 0.6984 4.1970 3.3444  0.230
H -1.7045 3.7169 3.7192  0.232
H -2.7788 1.8240 2.5766  0.244
S -1.6142 -1.5246 4.8391  -0.108
C -2.2058 -1.2877 3.3766  0.163
N -2.7141 -1.1456 2.3098  -0.708

Results
Total energy (hartree): -1519.8404
HOMO-LUMO gap (eV): 7.4
Energy relative to the best compared isomer or geometry (same formula, charge and spin) (eV): 0.4453
Total charge: +1


Below is a molecular structure, C43H40BrN5O3PSTi, with properties calculated with wB97M-V/def2-TZVPD.

Last column: Mulliken charge in e.
CARTESIAN COORDINATES (ANGSTROEM)
Ti 0.4254 0.2212 -0.3155  -0.768
C 0.4738 -0.2623 -4.4130  -1.300
C -0.9998 -0.5364 -4.1654  0.215
C -1.8740 0.7150 -4.1453  -1.661
C -1.2918 -1.4417 -2.9721  -0.662
C -0.9857 -2.8937 -3.2633  -0.737
O -0.9341 -3.4691 -1.9389  -0.364
C -0.6507 -2.4943 -1.1065  0.087
N -0.6009 -1.2800 -1.6036  1.199
C -0.5305 -2.9362 0.2911  0.126
C -0.0380 -4.2171 0.5376  -0.529
C -0.0603 -4.7325 1.8236  -0.935
C -0.6202 -3.9894 2.8513  -0.975
C -1.1318 -2.7180 2.6092  -0.426
C -1.0805 -2.1726 1.3356  -0.199
P -1.7146 -0.5100 0.9576  2.949
C -3.3540 -0.8372 0.2573  0.871
C -4.1965 -1.6337 1.0408  -0.666
C -5.4763 -1.9319 0.6056  -0.768
C -5.9284 -1.4440 -0.6141  -0.793
C -5.0970 -0.6592 -1.3988  -0.821
C -3.8147 -0.3549 -0.9639  0.091
C -1.9877 0.3704 2.5050  0.733
C -3.1382 1.1531 2.6247  -0.960
C -3.3571 1.8938 3.7773  -0.906
C -2.4382 1.8511 4.8160  -0.838
C -1.2896 1.0753 4.7000  -1.070
C -1.0544 0.3448 3.5476  -0.366
H 0.5965 0.3324 -5.3178  0.553
H 0.9153 0.2986 -3.5898  0.051
H 1.0393 -1.1840 -4.5554  0.375
H -1.3541 -1.1324 -5.0148  0.548
H -1.7962 1.2475 -3.1972  0.131
H -2.9246 0.4510 -4.2733  0.418
H -1.6066 1.4000 -4.9492  0.423
H -2.3573 -1.3613 -2.7460  0.400
H -0.0167 -3.0498 -3.7414  0.301
H -1.7672 -3.4001 -3.8212  0.394
H 0.3471 -4.8098 -0.2814  0.675
H 0.3322 -5.7214 2.0166  0.497
H -0.6679 -4.3995 3.8514  0.516
H -1.5748 -2.1625 3.4239  0.601
H -3.8586 -2.0187 1.9955  0.453
H -6.1221 -2.5449 1.2195  0.485
H -6.9306 -1.6741 -0.9499  0.443
H -5.4506 -0.2762 -2.3472  0.510
H -3.1842 0.2557 -1.5932  0.028
H -3.8768 1.1696 1.8329  0.482
H -4.2574 2.4861 3.8720  0.514
H -2.6234 2.4095 5.7240  0.478
H -0.5817 1.0286 5.5174  0.565
H -0.1576 -0.2574 3.4726  0.418
O 2.0188 -1.9297 2.5782  -0.559
C 1.8776 -1.4722 1.4963  0.148
O 1.0625 -0.3873 1.2538  1.146
C 2.5498 -1.8714 0.2340  0.111
C 3.5622 -2.8036 0.1911  -0.863
C 4.1876 -3.0192 -1.0305  -1.004
C 3.7688 -2.2873 -2.1318  -1.078
C 2.7301 -1.3805 -1.9942  -0.801
N 2.1171 -1.1782 -0.8254  1.587
H 3.8520 -3.3209 1.0958  0.669
H 4.9962 -3.7329 -1.1168  0.556
H 4.2440 -2.4064 -3.0957  0.615
H 2.3950 -0.7923 -2.8335  0.466
C 1.7963 3.7516 3.9048  -1.754
C 0.8859 3.5098 2.7389  0.328
C -0.0599 4.4496 2.3371  -0.597
C -0.9049 4.1748 1.2739  -1.068
C -0.7435 2.9632 0.6444  0.548
Br -1.9063 2.4348 -0.7425  0.085
N 0.1577 2.0454 0.9715  1.129
C 0.9488 2.3252 2.0238  -0.487
H 1.2242 4.0599 4.7798  0.415
H 2.5019 4.5522 3.6785  0.391
H 2.3652 2.8599 4.1618  0.417
H -0.1529 5.3914 2.8643  0.528
H -1.6688 4.8695 0.9554  0.602
H 1.6384 1.5525 2.3221  0.290
N 0.4923 2.7283 -3.0374  -0.028
C 1.6273 2.4249 -2.4107  -0.244
N 1.7399 1.6517 -1.3227  1.530
C 3.1034 1.6984 -0.8712  -0.569
C 3.6336 1.1840 0.3077  0.181
C 4.9910 1.3086 0.5596  -1.206
C 5.8386 1.9462 -0.3404  -0.827
C 5.3256 2.4949 -1.5000  -0.551
C 3.9650 2.3687 -1.7386  0.626
S 3.0884 3.0492 -3.0721  -0.269
H -0.4031 2.5622 -2.6136  -0.317
H 0.5157 3.3459 -3.8336  0.292
H 3.0130 0.7138 1.0482  0.264
H 5.3930 0.9107 1.4820  0.538
H 6.8940 2.0337 -0.1237  0.491
H 5.9626 3.0233 -2.1969  0.484

Results
Total energy (hartree): -6324.4154
HOMO-LUMO gap (eV): 6.6
Energy relative to the best compared isomer or geometry (same formula, charge and spin) (eV): 0.2534
Total charge: +3


Respective E_LUMO values: 0.3038 0.5329 -3.0542 -9.5225 eV.